ORCA calculation (the ωB97M-V functional and the def2-TZVPD basis) on a molecular structure, C23H21N3S2SbSn.

```
! wB97M-V def2-TZVPD RIJCOSX def2/J DEFGRID3
* xyz 1 1
Sn -0.28 1.07 -0.22
S 2.14 1.76 -0.31
C 1.55 3.32 -0.09
N 1.06 4.36 0.10
C -1.30 -1.10 -7.41
C -0.08 -0.65 -6.93
C 0.13 -0.52 -5.57
C -0.89 -0.86 -4.68
C -2.12 -1.29 -5.15
C -2.32 -1.41 -6.52
Sb -0.53 -0.78 -2.57
C -2.24 -1.84 -1.89
C -2.50 -3.14 -2.32
C -3.64 -3.81 -1.89
C -4.52 -3.18 -1.02
C -4.28 -1.89 -0.59
C -3.15 -1.22 -1.03
C 0.97 -2.29 -2.43
C 2.20 -2.07 -3.05
C 3.20 -3.03 -2.96
C 2.99 -4.20 -2.26
C 1.77 -4.42 -1.63
C 0.77 -3.46 -1.71
H -1.46 -1.20 -8.47
H 0.71 -0.39 -7.62
H 1.08 -0.15 -5.20
H -2.92 -1.53 -4.47
H -3.28 -1.76 -6.89
H -1.81 -3.63 -3.00
H -3.84 -4.81 -2.24
H -5.42 -3.70 -0.70
H -4.98 -1.39 0.07
H -2.99 -0.19 -0.72
H 2.38 -1.16 -3.60
H 4.16 -2.85 -3.45
H 3.77 -4.95 -2.20
H 1.60 -5.33 -1.07
H -0.17 -3.63 -1.20
C -0.66 -2.70 3.52
N 0.27 -1.59 3.57
C 0.88 -1.09 4.71
C 1.68 -0.07 4.33
N 1.55 0.04 2.96
C 0.69 -0.89 2.50
S 0.24 -1.21 0.89
H -1.16 -2.79 4.49
H -0.14 -3.63 3.29
H -1.40 -2.52 2.75
H 0.69 -1.51 5.68
H 2.31 0.58 4.91
H 2.05 0.69 2.38
*
```

HOMO energy in Eh: -0.415
Largest force on an atom in eV/A: 1.0
Energy in eV: -62695.8681
HOMO-LUMO gap in eV: 7.9598

Atom charges from the Mulliken analysis, given in e for atoms 1 to 5: atom 1 (Sn): 0.19, atom 2 (S): -0.38, atom 3 (C): 0.45, atom 4 (N): -0.42, atom 5 (C): -0.50

---

ORCA calculation (the ωB97M-V functional and the def2-TZVPD basis) on 4 unconnected molecules or ions with the total composition C40H52ClFN4O11 in a non-equilibrium geometry.

```
! wB97M-V def2-TZVPD RIJCOSX def2/J DEFGRID3
* xyz 0 1
C 1.61 2.41 2.06
C 1.01 1.52 1.52
C 0.05 0.75 0.81
C -0.83 0.00 1.57
C -1.85 -0.74 1.01
C -2.78 -1.50 1.91
C -2.06 -2.68 2.69
N -1.56 -2.15 3.95
N -1.04 -3.23 1.81
N -3.02 -3.72 3.00
C -1.96 -0.69 -0.38
C -1.07 0.04 -1.16
C -0.04 0.79 -0.59
C 0.90 1.66 -1.40
C 2.41 1.46 -1.14
C 3.10 2.83 -1.02
C 4.57 2.75 -0.56
N 4.71 3.07 0.85
C 4.58 4.30 1.39
C 4.79 4.20 2.73
C 5.07 2.84 3.04
C 5.01 2.18 1.84
C -1.31 0.01 -2.64
O -0.42 -0.04 -3.46
C -2.74 0.00 -3.04
C -3.15 0.78 -4.26
Cl -2.46 2.45 -4.03
C -2.72 0.15 -5.60
C -1.52 0.76 -6.32
C -3.59 -0.71 -2.29
C -5.06 -0.85 -2.48
C -5.82 -0.04 -1.42
C -6.74 1.02 -2.02
F -4.90 0.63 -0.60
C -3.05 -1.42 -1.09
O -3.49 -2.49 -0.77
H 2.10 3.15 2.63
H -0.73 0.01 2.64
H -3.13 -0.78 2.64
H -3.65 -1.86 1.39
H -0.57 -1.94 3.91
H -1.76 -2.79 4.70
H -0.13 -2.84 2.01
H -1.01 -4.24 1.91
H -3.89 -3.32 3.31
H -3.22 -4.27 2.17
H 0.66 2.69 -1.14
H 0.73 1.57 -2.46
H 2.63 0.85 -0.27
H 2.88 0.97 -1.99
H 2.54 3.39 -0.28
H 3.02 3.31 -1.99
H 4.92 1.73 -0.73
H 5.16 3.44 -1.15
H 4.33 5.21 0.87
H 4.76 4.98 3.46
H 5.29 2.41 3.99
H 5.17 1.13 1.73
H -4.21 0.95 -4.24
H -2.60 -0.92 -5.50
H -3.56 0.29 -6.27
H -0.65 0.84 -5.69
H -1.26 0.11 -7.15
H -1.75 1.74 -6.73
H -5.30 -1.91 -2.33
H -5.40 -0.58 -3.47
H -6.37 -0.70 -0.76
H -7.44 1.33 -1.25
H -6.11 1.88 -2.24
H -7.24 0.64 -2.90
C -6.22 2.47 1.57
C -6.78 2.69 2.95
C -5.74 2.90 4.03
O -6.40 2.39 5.20
C -7.31 1.47 4.79
O -7.88 0.72 5.50
O -7.46 1.52 3.44
H -5.44 3.19 1.34
H -5.81 1.46 1.48
H -7.01 2.56 0.82
H -7.50 3.52 2.95
H -5.48 3.95 4.17
H -4.83 2.32 3.85
C 3.63 -2.91 -4.63
C 2.93 -3.36 -3.38
C 2.22 -2.27 -2.63
O 2.28 -2.73 -1.27
C 3.36 -3.53 -1.16
O 3.81 -3.92 -0.13
O 3.87 -3.82 -2.38
H 2.98 -2.27 -5.23
H 4.55 -2.37 -4.39
H 3.92 -3.77 -5.24
H 2.25 -4.19 -3.60
H 1.18 -2.14 -2.94
H 2.73 -1.30 -2.69
C 6.72 -2.86 1.46
C 7.70 -2.24 2.42
C 7.22 -2.16 3.86
O 7.89 -1.00 4.35
C 8.15 -0.19 3.29
O 8.53 0.93 3.36
O 7.92 -0.85 2.12
H 6.30 -3.78 1.87
H 5.90 -2.18 1.24
H 7.20 -3.11 0.52
H 8.67 -2.74 2.37
H 7.48 -3.03 4.44
H 6.14 -1.99 3.93
*
```

SMILES: C#Cc1cc(CC(N)(N)N)c2c(c1CCCCn1cccc1)C(=O)C([C@@H](Cl)CC)=C(C[C@H](C)F)C2=O.C[C@@H]1COC(=O)O1.C[C@@H]1COC(=O)O1.C[C@@H]1COC(=O)O1
HOMO energy in Eh: -0.299
Largest force on an atom in eV/A: 1.3
Energy in eV: -86045.6434
HOMO-LUMO gap in eV: 7.3191

Atom charges from the Mulliken analysis, given in e for atoms 1 to 5: atom 1 (C): 0.12, atom 2 (C): -1.27, atom 3 (C): 1.26, atom 4 (C): -0.81, atom 5 (C): 0.45